# C24H36BrCuN2O3S

C24H36BrCuN2O3S as an isolated structure (the ωB97M-V functional and the def2-TZVPD basis, the OMol25 dataset).

Element x y z (Å)
Br (-2.90779, 4.02647, 1.50510)
Cu (-0.72335, -0.26408, -0.04080)
S (-1.87835, -0.69445, -1.99982)
O (1.27693, -0.01088, -1.00503)
O (-1.36195, 1.52139, 0.40437)
O (0.37789, 0.75426, 1.43968)
N (-1.09338, -0.15370, -4.42781)
N (-1.89768, 1.66941, -3.30350)
C (1.51809, -1.31352, 3.37186)
C (1.52048, 4.40226, 2.95418)
C (-0.66894, 5.30446, 2.55656)
C (-1.27286, -2.37822, 1.00715)
C (-1.07492, 4.10824, 1.98394)
C (-2.78488, -2.27394, 0.92428)
C (-0.59493, -1.85923, 2.12945)
C (3.04753, 1.53134, -1.66068)
C (1.50640, -2.69242, 1.25522)
C (1.12298, 3.20901, 2.38645)
C (-0.55659, -3.16105, 0.06593)
C (-0.41237, 1.71447, 1.23042)
C (-1.59417, 0.38086, -3.31142)
C (-2.47533, 2.40809, -2.19054)
C (1.62133, -3.94014, -0.93071)
C (1.55748, 1.26516, -1.60221)
C (0.79517, -1.98108, 2.22890)
C (-0.16590, 3.03584, 1.87614)
C (-1.29529, -4.02571, -0.92345)
C (-1.06651, 0.49864, -5.72648)
C (-1.37589, -1.21674, 3.24924)
C (0.62301, 5.45393, 3.02870)
C (0.83748, -3.24551, 0.15657)
C (2.98995, -2.92098, 1.40863)
H (3.28935, -2.89815, 2.45273)
H (-3.18480, 3.13638, -2.57817)
H (3.45930, 1.63123, -0.65444)
H (2.53400, -1.04498, 3.09254)
H (-3.14147, -1.32598, 1.32614)
H (-0.69109, -4.88039, -1.21551)
H (3.56972, -2.16226, 0.87395)
H (1.12782, 1.21982, -2.60349)
H (-1.70533, 2.92429, -1.62074)
H (1.77904, -4.99905, -0.70893)
H (-1.70014, 2.20119, -4.13706)
H (2.52620, 4.51343, 3.33577)
H (3.55593, 0.71205, -2.16914)
H (-0.94981, -1.14897, -4.38918)
H (-0.56496, -0.15870, -6.42962)
H (3.27118, -3.89327, 1.01011)
H (-2.07429, 0.70209, -6.09593)
H (1.10276, -3.86720, -1.88421)
H (-3.13641, -2.34970, -0.10129)
H (1.57138, -1.96695, 4.24711)
H (1.80437, 2.37177, 2.31237)
H (-1.37621, 6.11846, 2.63188)
H (1.77375, -0.05795, -0.17618)
H (-0.87583, -1.37601, 4.20123)
H (-3.25473, -3.07875, 1.49642)
H (3.24508, 2.45482, -2.20473)
H (-2.37253, -1.64429, 3.32602)
H (-2.21610, -4.40817, -0.48568)
H (2.59807, -3.47632, -1.05225)
H (-0.50328, 1.43266, -5.68523)
H (1.00731, -0.39757, 3.66039)
H (-1.47899, -0.13726, 3.10406)
H (-2.98838, 1.72493, -1.52151)
H (-1.56525, -3.47829, -1.82456)
H (1.04950, 2.06078, -1.04616)
H (0.92122, 6.39412, 3.47298)

As for the total charge: +1. The value obtained for the LUMO energy (alpha / beta) is -2.14 / -4.48 eV. As for the highest occupied orbital energy (alpha / beta): -11.015 / -11.005 eV. As for the expectation value of S²: 0.754. Its multiplicity is 2. For the largest force on an atom, the calculation gives 0.6 eV/Å. The value obtained for the HOMO-LUMO gap (alpha / beta) is 8.87 / 6.52 eV.


# C24H36F6O18P

A 7-piece molecular cluster, C24H36F6O18P overall (the ωB97M-V functional and the def2-TZVPD basis, the OMol25 dataset).

Element x y z (Å)
P (0.24276, -0.82057, 0.51000)
F (1.13561, -0.83750, 1.84810)
F (-0.60453, -0.84386, -0.87458)
F (-1.09377, -0.46229, 1.36040)
F (1.56849, -1.19704, -0.32857)
F (0.60724, 0.73906, 0.27132)
F (0.01969, -2.45168, 0.69389)
O (-4.69301, -2.44049, 1.66881)
O (0.96974, 4.43389, 3.18761)
O (-3.23395, 4.65220, -2.02669)
O (6.77006, 0.35486, 1.61926)
O (0.65239, 4.20153, 5.40808)
O (-4.09427, 2.88107, -0.96991)
O (-2.36019, 2.56820, -2.19318)
O (-6.72982, -1.88392, 2.46987)
O (2.54827, 2.91245, -5.64517)
O (-4.82422, -1.01861, 3.30069)
O (-1.88102, -5.73368, -3.31048)
O (-0.14248, 2.65056, 3.97703)
O (7.24200, 2.48437, 2.10906)
O (-3.39984, -6.83058, -2.08730)
O (3.13119, 1.17435, -4.31176)
O (-2.13653, -5.19651, -1.17069)
O (5.31527, 1.58685, 2.79487)
O (4.70624, 2.45943, -5.25172)
C (6.49514, 1.55768, 2.18775)
C (-2.54626, -6.00987, -2.16908)
C (-1.19417, -4.22129, -1.66970)
C (-0.85675, -3.73297, -4.11528)
C (3.57223, 2.17521, -5.08245)
C (0.52828, 3.79954, 4.29558)
C (1.25934, 1.30316, -2.81493)
C (4.71180, 0.29367, 2.83557)
C (0.60701, 3.70849, 2.01174)
C (1.34065, 2.39779, -5.15119)
C (-2.69566, -1.19248, 4.39803)
C (-0.85284, -4.79171, -3.01847)
C (1.78914, 3.60155, 1.07806)
C (-3.32849, -2.21373, 2.06933)
C (-4.97109, 0.81303, -0.53205)
C (-3.63597, 1.59561, -0.51686)
C (-3.24333, 3.48165, -1.78518)
C (-2.61687, 1.24477, -1.63314)
C (6.41573, -1.75241, 2.60978)
C (-3.43120, -1.04586, 3.06294)
C (5.69845, -0.54668, 2.00744)
C (-5.55055, -1.77297, 2.45021)
C (1.66273, 1.19670, -4.26524)
C (-0.04059, 2.40175, 2.58713)
H (-2.89122, -1.96455, 1.09555)
H (-1.67345, -0.85646, 4.21120)
H (-3.09426, -0.08113, 2.67473)
H (2.00641, 1.99165, -2.40330)
H (-0.32335, -3.98301, -1.06474)
H (0.23481, 1.63549, -2.67365)
H (5.62964, -2.46161, 2.91262)
H (-2.68926, -2.23506, 4.70998)
H (1.65665, 3.97861, 0.06795)
H (0.36106, 1.44045, 2.27137)
H (6.97735, -1.65227, 3.53915)
H (-5.63035, 1.26245, 0.20514)
H (0.69833, 1.95615, -5.92033)
H (-0.84091, -4.03114, -5.16351)
H (-1.77327, -3.29501, -1.72853)
H (-3.22265, 1.59877, 0.49037)
H (-1.64029, 1.14108, -1.16046)
H (-2.65010, -3.05291, 2.24836)
H (0.05625, -3.13154, -4.04700)
H (2.02737, 2.53421, 1.02043)
H (5.13596, -0.90884, 1.14515)
H (-0.99680, 2.47813, 2.06110)
H (7.00371, -2.33185, 1.90180)
H (0.09848, -5.32744, -2.94266)
H (3.67169, 0.27051, 2.51622)
H (-0.22506, 4.19354, 1.49452)
H (2.72115, 3.99308, 1.48705)
H (-2.75338, 0.59874, -2.49603)
H (1.33731, 0.31864, -4.82178)
H (0.72001, 3.14087, -4.64509)
H (-4.77870, -0.18144, -0.10614)
H (-3.12103, -0.49250, 5.11299)
H (-1.73271, -3.10771, -3.94421)
H (1.51293, 0.44397, -2.19317)
H (4.64410, -0.20119, 3.81157)
H (-5.28845, 0.64661, -1.55556)

As for the total charge: -1. The value obtained for the LUMO energy is 1.92 eV. As for the highest occupied orbital energy: -9.041 eV. For the largest force on an atom, the calculation gives 3.3 eV/Å. The value obtained for the HOMO-LUMO gap is 10.97 eV.


Table of ΔE to the lowest compared entry with this formula, charge and spin (kcal per mole), in record order: 14.6; 0.0